Below is CH2OPS2 as an isolated structure at a distorted geometry, with properties calculated with ωB97M-V/def2-TZVPD.

Cartesian coordinates (Å):
C1 -0.83 -0.69 0.44
O1 -1.78 -0.35 1.10
P1 0.47 0.60 -0.11
S1 -0.24 -2.13 -0.27
S2 2.23 0.26 0.46
H1 0.44 0.49 -1.47
H2 -0.29 1.81 -0.15

Relative energy (zero: lowest compared OMol25 entry of this formula, charge and spin) (kcal per mole): 3.68
HOMO (eV): -3.76
Multiplicity: 1
Total charge: -1
LUMO (eV): 3.7